[1]
Computed, not measured: C12H26B2F10N2O18S5Zr as an isolated structure in a non-equilibrium geometry, with ωB97M-V/def2-TZVPD.

Results
total charge: -2
E_LUMO: -0.885 eV

Positions of all 76 atoms, in Å:
Zr: 5.2727 -9.9796 -1.2858
N: 2.7205 -8.4396 0.3173
S: 1.1748 -8.1297 0.1124
O: 0.9575 -6.7315 -0.2860
O: 0.2413 -8.9762 0.8757
F: 1.1065 -8.9767 -1.2740
S: 2.7010 -7.4427 1.7947
O: 3.9066 -7.7376 2.5774
O: 1.4783 -7.1402 2.5272
F: 3.2805 -6.0511 1.2866
N: 4.9008 -7.9698 -4.0951
S: 4.8185 -8.0019 -5.6394
O: 5.7913 -7.3615 -6.5375
O: 3.4902 -8.2119 -6.2347
F: 5.2145 -9.6011 -5.7209
S: 4.5290 -6.2735 -4.2720
O: 3.0846 -6.0002 -4.2436
O: 5.3920 -5.3351 -5.0446
F: 4.8650 -5.8595 -2.7324
B: 8.1325 -11.2854 -2.2968
H: 7.2989 -11.1735 -2.9728
H: 8.6589 -10.3745 -2.0571
H: 7.6456 -11.5567 -1.3729
H: 8.7596 -12.0955 -2.6355
B: 3.6746 -12.6069 -2.2463
H: 3.3193 -12.1905 -1.3164
H: 4.5701 -13.1027 -1.9049
H: 2.9395 -13.3367 -2.5487
H: 3.7352 -11.7672 -2.9211
O: 6.7179 -12.2842 5.0414
C: 5.8250 -13.2897 4.6107
C: 5.5337 -13.1279 3.0123
O: 5.6803 -11.8301 2.4585
H: 4.8664 -13.2074 5.1229
H: 6.2175 -14.2619 4.9085
H: 4.5332 -13.3521 2.6426
H: 6.2955 -13.6437 2.4277
C: 8.5460 -17.0886 -2.4984
C: 7.0379 -17.5021 -2.6261
O: 7.0412 -18.7918 -3.2079
C: 5.9288 -19.5422 -3.4211
O: 4.7469 -19.1981 -3.0512
C: 6.2438 -20.8314 -4.1551
F: 7.5161 -21.4217 -3.9101
F: 5.2760 -21.6594 -3.8360
F: 6.2840 -20.5150 -5.4028
H: 8.6827 -16.2707 -1.7910
H: 8.9704 -16.6319 -3.3925
H: 9.2462 -17.8960 -2.2839
H: 6.6293 -16.6554 -3.1777
H: 6.6101 -17.6061 -1.6290
C: -2.0934 -19.3618 -4.8567
C: -0.8933 -18.9139 -4.0457
O: -0.9862 -17.7116 -3.4386
C: -1.9442 -17.5158 -2.4883
O: -2.7473 -18.4131 -2.0055
C: -1.8144 -16.0827 -1.9281
F: -1.1770 -15.2005 -2.5871
F: -3.0776 -15.6648 -1.6811
F: -1.2907 -16.3401 -0.7483
H: -2.0218 -20.3983 -5.1862
H: -2.2305 -18.8107 -5.7871
H: -2.9833 -19.2319 -4.2408
H: 0.0026 -18.9603 -4.6648
H: -0.8117 -19.6981 -3.2931
C: 1.0477 -15.6344 -8.0421
C: 2.1001 -15.2310 -6.9782
O: 3.3651 -15.1548 -7.5888
S: 3.4584 -16.0446 -8.9694
O: 4.2440 -17.2909 -8.7163
O: 3.7323 -15.2972 -10.2030
O: 1.7845 -16.4046 -8.9284
H: 0.6662 -14.8525 -8.6986
H: 0.1274 -16.0667 -7.6492
H: 2.1793 -15.8429 -6.0796
H: 1.7659 -14.2675 -6.5933



[2]
Computed, not measured: a 4-piece molecular cluster, C12H26B3BrO12 overall, with ωB97M-V/def2-TZVPD.

Results
E_LUMO: 0.349 eV

Positions of all 54 atoms, in Å:
Br: -4.5254 -0.7672 2.7414
C: -3.6410 -0.3120 1.0645
C: -3.6286 1.1898 0.7954
C: -2.2753 1.8486 1.1295
B: -1.2232 1.7763 -0.0184
O: -0.3746 2.8265 -0.3297
B: 0.9509 2.4906 -0.4986
O: 1.2481 1.2447 -1.0107
B: 0.2849 0.2583 -1.0145
O: -1.0229 0.6023 -0.7442
H: -2.6389 -0.7213 1.1622
H: -4.1655 -0.8752 0.2979
H: -4.4109 1.6742 1.3788
H: -3.8903 1.3468 -0.2542
H: -2.4101 2.8852 1.4452
H: -1.8351 1.3317 1.9932
H: 1.8191 3.2289 -0.1709
H: 0.5818 -0.8741 -1.2107
C: 0.1542 -6.2887 -2.4149
O: -0.7030 -5.2037 -2.7920
C: -1.0574 -4.4121 -1.7835
O: -0.7115 -4.5349 -0.6364
O: -1.8589 -3.4590 -2.2549
C: -2.3014 -2.5277 -1.2597
H: 0.3942 -6.8037 -3.3393
H: 1.0599 -5.9131 -1.9424
H: -0.3495 -6.9621 -1.7240
H: -1.4491 -2.0395 -0.7951
H: -2.8889 -3.0357 -0.4964
H: -2.9056 -1.8005 -1.7936
C: -0.9650 5.9490 0.8489
O: -1.8577 6.7831 1.5985
C: -1.3819 7.1680 2.7806
O: -0.3082 6.8724 3.2377
O: -2.2957 7.9343 3.3727
C: -1.9083 8.4200 4.6640
H: -1.4911 5.7141 -0.0705
H: -0.0373 6.4773 0.6366
H: -0.7391 5.0377 1.3981
H: -1.0073 9.0255 4.5874
H: -1.7232 7.5893 5.3424
H: -2.7458 9.0180 5.0077
C: 2.9039 -3.4158 -1.7892
O: 3.7050 -4.5696 -1.5121
C: 5.0179 -4.3547 -1.5752
O: 5.5477 -3.3061 -1.8348
O: 5.6435 -5.4980 -1.3029
C: 7.0733 -5.4070 -1.3340
H: 1.8756 -3.7508 -1.6920
H: 3.1069 -2.6186 -1.0764
H: 3.0952 -3.0492 -2.7962
H: 7.4238 -4.6858 -0.5983
H: 7.4131 -5.1025 -2.3220
H: 7.4286 -6.4039 -1.0950



[3]
Computed, not measured: C12H26BF4N6RuS as an isolated structure, with ωB97M-V/def2-TZVPD.

Results
total charge: +3
multiplicity: 5
E_LUMO (spin up / spin down): -9.717 / -13.068 eV

Positions of all 51 atoms, in Å:
Ru: 0.2182 1.0814 -0.3645
N: 2.2687 0.4622 -0.2979
C: 2.9459 0.4322 1.0475
C: 2.3310 1.4358 2.0093
C: 2.6701 2.9000 1.7386
C: 2.1696 3.4639 0.4123
N: 0.7309 3.0930 0.1382
H: 2.3519 -0.4497 -0.7472
H: 2.7708 1.0884 -0.9254
H: 4.0108 0.6206 0.9188
H: 2.8387 -0.5752 1.4481
H: 2.6571 1.1867 3.0199
H: 1.2368 1.2924 2.0250
H: 3.7536 3.0295 1.7545
H: 2.2801 3.5053 2.5592
H: 2.7622 3.1337 -0.4395
H: 2.2387 4.5495 0.4351
H: 0.4055 3.6483 -0.6548
H: 0.1663 3.4024 0.9307
F: -0.2656 -0.4356 -1.3825
B: 0.6951 -0.1267 -3.6385
F: 1.4454 -1.1969 -3.5348
F: 1.1256 1.0033 -3.0364
F: -0.4453 -0.1034 -4.2738
C: -2.8230 1.7960 1.5666
C: -2.7239 2.0374 0.1014
N: -1.6516 1.8399 -0.6803
C: -2.0061 2.2143 -1.9879
C: -3.2847 2.6275 -1.9736
N: -3.7074 2.5052 -0.6621
H: -1.9084 1.3400 1.9390
H: -3.6603 1.1384 1.8011
H: -2.9877 2.7276 2.1102
H: -1.3304 2.1422 -2.8239
H: -3.9238 2.9835 -2.7645
H: -4.6290 2.7565 -0.3289
S: -0.3236 -1.1554 1.5409
C: -0.5524 -2.7769 0.8709
N: -0.1058 -3.7707 1.6102
C: -0.1789 -5.1826 1.1730
C: -0.2513 -5.2437 -0.3423
C: -1.3240 -4.3084 -0.8814
N: -1.1647 -2.9665 -0.2692
H: 0.2777 -3.5629 2.5219
H: -1.0537 -5.6387 1.6401
H: 0.6986 -5.6986 1.5558
H: -0.4600 -6.2628 -0.6591
H: 0.7175 -4.9669 -0.7645
H: -2.3306 -4.6738 -0.6795
H: -1.2248 -4.1872 -1.9574
H: -1.4494 -2.1545 -0.7986



[4]
Computed, not measured: C12H26BaN2NbOS as an isolated structure in a non-equilibrium geometry, with ωB97M-V/def2-TZVPD.

Results
total charge: +1
E_LUMO: -6.264 eV

Positions of all 44 atoms, in Å:
C: 5.7040 2.1691 -0.3383
C: 5.2793 0.7227 0.3082
C: 3.7097 0.3916 -0.0385
C: 3.5806 -1.2407 -0.2715
C: 2.0662 -1.6774 0.2072
C: 1.2150 -2.0205 -1.1502
C: -0.4131 -2.0190 -0.9772
C: -0.9667 -2.4968 0.4877
Nb: -1.9532 -0.6390 1.4538
C: -3.1692 1.1080 2.2658
C: -3.0566 2.4993 1.3978
S: -3.0016 2.2692 -0.4602
C: -4.6954 1.9552 -1.1944
N: -5.4734 0.6537 -1.0791
N: -6.6576 0.8308 -1.7982
C: -6.7356 2.2136 -2.4104
O: -5.4791 2.9297 -2.0239
H: 4.8853 3.0030 -0.0949
H: 6.7208 2.5076 0.1708
H: 5.8587 2.0858 -1.4960
H: 5.4202 0.7377 1.4919
H: 5.9499 -0.1661 -0.0753
H: 3.3404 0.9126 -1.0197
H: 3.0019 0.7354 0.8558
H: 4.4438 -1.8597 0.2387
H: 3.6917 -1.4053 -1.4443
H: 1.5490 -0.9167 0.9371
H: 2.1861 -2.7106 0.7929
H: 1.4680 -1.1514 -1.9281
H: 1.5227 -3.0258 -1.6858
H: -0.8895 -0.9604 -1.1984
H: -0.8391 -2.7671 -1.7984
H: -1.8231 -3.2910 0.2926
H: -0.1781 -3.0118 1.1814
H: -0.7318 0.4427 0.6510
H: -0.9178 -0.7734 2.9503
H: -3.1333 -1.7765 2.3014
H: -3.0674 -0.6164 -0.0165
H: -4.3158 0.7967 2.2413
H: -2.8776 1.3691 3.3863
H: -2.0349 3.0190 1.7031
H: -3.9186 3.2324 1.7026
H: -7.6325 2.6097 -3.0745
Ba: 2.3675 -4.6689 -1.4439



[5]
Computed, not measured: a 3-piece molecular cluster, C12H26Br2F3N2O4PS overall in a non-equilibrium geometry, with ωB97M-V/def2-TZVPD.

Results
E_LUMO: -1.043 eV

Positions of all 51 atoms, in Å:
C: 1.3972 5.8246 1.1289
C: 1.6036 4.2174 1.3788
Br: -0.0461 3.0650 1.0413
C: 2.9120 3.5693 1.7956
Br: 4.5652 4.7239 2.0831
P: 2.8939 1.6551 1.9827
S: 4.4159 0.9449 3.3131
O: 5.3429 -0.0020 2.4807
O: 5.2684 2.0418 3.9927
C: 3.7242 -0.1225 4.7358
F: 3.2883 0.8329 5.8125
F: 4.8419 -0.9900 5.2467
F: 2.6075 -0.9572 4.2139
H: 0.5391 6.1851 1.8738
H: 2.3351 6.4894 1.3451
H: 1.0665 6.0649 0.0091
H: 1.6360 1.2498 2.6258
C: 2.5136 -1.0866 0.6491
O: 1.1009 -0.9610 0.7037
C: 0.4144 -1.5222 -0.4190
C: 0.2569 -3.0599 -0.3707
C: 1.5429 -3.8218 -0.6926
N: -0.2474 -3.5091 0.9354
H: 2.8980 -0.9978 -0.3712
H: 2.8199 -2.0345 1.0940
H: 2.9502 -0.2867 1.2549
H: -0.5899 -1.0802 -0.3998
H: 0.8770 -1.1937 -1.3571
H: -0.4798 -3.3358 -1.1354
H: 2.2448 -3.8464 0.1431
H: 1.3123 -4.8648 -0.9390
H: 2.0537 -3.3823 -1.5556
H: -1.1592 -3.0800 1.0983
H: 0.3497 -3.0879 1.6534
C: -2.9832 -1.9749 -2.9912
O: -2.4184 -0.6942 -2.7561
C: -3.1446 0.3885 -3.3451
C: -4.4012 0.8224 -2.5549
C: -5.5831 -0.1365 -2.7011
N: -4.1050 0.9971 -1.1254
H: -3.4374 -2.0513 -3.9835
H: -3.7140 -2.2071 -2.2151
H: -2.1835 -2.7183 -2.9179
H: -2.4473 1.2358 -3.3602
H: -3.3832 0.1679 -4.3922
H: -4.7214 1.7909 -2.9590
H: -5.4823 -1.0345 -2.0887
H: -6.5102 0.3558 -2.3853
H: -5.7105 -0.4460 -3.7437
H: -3.3890 1.7181 -1.0262
H: -3.6355 0.1447 -0.8054



[6]
Computed, not measured: a 5-piece molecular cluster, C12H26FO18S5 overall in a non-equilibrium geometry, with ωB97M-V/def2-TZVPD.

Results
total charge: +1
E_LUMO: -6.200 eV

Positions of all 62 atoms, in Å:
C: 1.7486 -0.4173 -3.6796
C: 3.0988 -1.1646 -3.3215
O: 4.1143 -1.1008 -4.3371
C: 4.5607 0.2191 -4.5688
C: 6.1145 0.3990 -4.1940
O: 6.2320 1.7902 -3.6617
S: 7.6640 2.4594 -4.0689
F: 7.3700 3.8549 -4.8681
H: 0.8946 -1.1231 -3.8819
H: 1.4163 0.1985 -2.7909
H: 1.8456 0.2577 -4.5822
H: 2.8379 -2.2532 -3.1820
H: 3.4376 -0.8087 -2.3063
H: 4.5158 0.3782 -5.6873
H: 4.0141 1.0124 -3.9946
H: 6.7683 0.3725 -5.1164
H: 6.4504 -0.3142 -3.4001
H: 8.2963 2.8742 -2.8865
C: -1.1898 -2.7715 0.6359
C: -0.8789 -1.3029 0.4113
O: 0.0930 -1.2874 -0.6398
S: -0.1885 -2.5317 -1.6357
O: -0.9444 -2.0524 -2.7514
O: 1.0245 -3.2717 -1.7856
O: -1.1864 -3.3576 -0.6700
H: -0.4101 -3.2551 1.2294
H: -2.1552 -2.9201 1.1174
H: -0.4862 -0.8197 1.3040
H: -1.7622 -0.7615 0.0636
C: -4.9612 0.0104 -0.8817
C: -6.1869 0.8534 -0.5753
O: -6.7076 0.3157 0.6433
S: -5.4847 -0.2354 1.5470
O: -5.1433 0.7692 2.5030
O: -5.7685 -1.5885 1.9132
O: -4.3523 -0.2397 0.3896
H: -5.2411 -0.9503 -1.3209
H: -4.2635 0.5211 -1.5438
H: -6.9331 0.8047 -1.3660
H: -5.9150 1.8969 -0.3960
C: -7.5630 -2.5795 4.6868
C: -8.7919 -1.7426 4.9938
O: -9.3111 -2.2842 6.2098
S: -8.0837 -2.8342 7.1127
O: -7.7428 -1.8309 8.0714
O: -8.3634 -4.1858 7.4773
O: -6.9523 -2.8311 5.9544
H: -7.8405 -3.5402 4.2451
H: -6.8691 -2.0640 4.0256
H: -9.5373 -1.7917 4.2020
H: -8.5234 -0.6983 5.1755
C: 7.6329 3.6417 -0.0187
C: 6.3968 4.4817 0.2609
O: 5.8371 3.9246 1.4472
S: 7.0315 3.3520 2.3828
O: 7.3477 4.3364 3.3652
O: 6.7346 1.9963 2.7119
O: 8.2004 3.3681 1.2556
H: 7.3650 2.6857 -0.4848
H: 8.3535 4.1652 -0.6496
H: 5.6760 4.4490 -0.5553
H: 6.6647 5.5213 0.4668



[7]
Computed, not measured: C12H26GeI2N2S4Ti as an isolated structure in a non-equilibrium geometry, with ωB97M-V/def2-TZVPD.

Results
total charge: -2
E_LUMO: 4.329 eV

Positions of all 48 atoms, in Å:
Ti: -0.7543 0.7501 0.3953
C: 2.2802 0.5143 -0.9828
C: 2.1132 1.9590 -0.5297
N: 0.7246 2.3845 -0.5761
C: 0.3024 2.8557 -1.8775
C: -0.0847 1.7591 -2.8679
S: -1.2052 0.5111 -2.1520
C: -0.3124 -1.0385 -2.4548
C: 0.8372 -1.3863 -1.4934
N: 1.1486 -0.3217 -0.5358
H: 3.2280 0.0990 -0.6114
H: 2.3187 0.4658 -2.0747
H: 2.7514 2.6032 -1.1625
H: 2.4585 2.0692 0.4991
H: 0.6603 3.2280 0.1322
H: 1.0971 3.4636 -2.3517
H: -0.5629 3.4974 -1.7205
H: 0.7920 1.2388 -3.2611
H: -0.6144 2.2148 -3.7060
H: 0.0054 -1.0668 -3.5007
H: -1.1072 -1.7771 -2.3358
H: 1.7411 -1.6336 -2.0693
H: 0.5563 -2.2792 -0.9348
H: 1.3989 -0.7399 0.3550
I: -1.4658 3.1753 1.8142
C: 0.3216 4.3067 1.2186
I: 1.3413 0.7546 2.6871
H: 0.9326 4.2477 2.1301
H: -0.0774 5.3252 1.1558
S: -5.7496 1.9299 -0.9624
C: -4.0602 1.9300 -0.8864
S: -3.3268 0.7749 0.1951
S: -3.0640 2.9340 -1.8212
C: -0.6349 -2.5747 3.7710
Ge: -0.3424 -2.5532 1.8221
C: -1.2822 -4.1491 1.1042
C: 1.5701 -3.0058 1.5570
C: -1.0829 -0.9748 1.0156
H: -0.6965 -3.5969 4.1468
H: -1.5606 -2.0519 4.0034
H: 0.1809 -2.0508 4.2676
H: -0.8645 -5.0735 1.5060
H: -1.2004 -4.1749 0.0173
H: -2.3410 -4.1063 1.3551
H: 1.7954 -3.8333 2.2334
H: 2.2200 -2.1751 1.8187
H: 1.7870 -3.3410 0.5421
H: -2.1726 -1.0875 1.1257



[8]
Computed, not measured: C12H26HgO4P as an isolated structure in a non-equilibrium geometry, with ωB97M-V/def2-TZVPD.

Results
total charge: +1
E_LUMO: -7.306 eV

Positions of all 44 atoms, in Å:
C: -3.7988 -2.2495 -1.6276
O: -3.0582 -1.2349 -2.3410
C: -1.8489 -0.9444 -1.8749
P: -1.7486 1.0992 -1.9825
C: -1.8419 1.0892 -3.9358
C: -0.4270 1.3813 -4.3760
O: 0.2479 0.5284 -4.8766
C: -1.7513 1.1545 0.0945
C: -0.3349 1.0199 0.5415
C: -0.3726 1.1196 2.0861
C: 1.0360 1.1639 2.7409
C: 2.2377 0.8176 1.8593
C: 3.4703 0.6008 2.7257
O: 3.3193 -0.5555 3.5468
C: 3.3113 -1.7983 2.9988
C: 4.0433 -2.0284 1.6975
O: 2.7828 -2.6865 3.5987
H: -4.6193 -2.5383 -2.2764
H: -3.1469 -3.1073 -1.4393
H: -4.1756 -1.8436 -0.6889
H: -1.6637 -1.2623 -0.8465
H: -1.0263 -1.2330 -2.5380
H: -0.3073 0.9514 -2.0122
H: -1.5399 2.5355 -1.9581
H: -3.1911 1.2164 -1.9405
H: -2.1356 0.0933 -4.2552
H: -2.5525 1.8558 -4.2369
H: -0.0447 2.4050 -4.2070
H: -2.1916 2.1152 0.3417
H: -2.3816 0.3269 0.4079
H: 0.0688 0.0509 0.2462
H: 0.2904 1.8064 0.1184
H: -0.8886 2.0416 2.3565
H: -0.9251 0.2759 2.4986
H: 1.1917 2.1757 3.1176
H: 1.0253 0.4973 3.6027
H: 2.4556 1.6472 1.1816
H: 2.0545 -0.0723 1.2513
H: 3.5679 1.4316 3.4237
H: 4.3972 0.5703 2.1519
H: 3.9946 -1.2067 0.9875
H: 5.0926 -2.2396 1.9073
H: 3.6080 -2.9111 1.2387
Hg: -2.2233 -4.0591 0.6920



[9]
Computed, not measured: C12H26MnO7 as an isolated structure in a non-equilibrium geometry, with ωB97M-V/def2-TZVPD.

Results
total charge: -2
multiplicity: 6
E_LUMO (spin up / spin down): 4.944 / 4.944 eV

Positions of all 46 atoms, in Å:
Mn: -0.2965 -0.9234 0.0638
C: -1.8757 -2.9069 2.1424
C: -0.9476 -1.9844 2.9683
O: -0.4393 -0.9392 2.1799
H: -1.2813 -3.2443 1.2933
H: -2.7760 -2.5116 1.6720
H: -2.2016 -3.6462 2.8740
H: -0.1168 -2.6288 3.2558
H: -1.5199 -1.6865 3.8468
C: 3.4532 -1.6140 0.6139
C: 2.9505 -0.8865 -0.6639
O: 1.6370 -1.1349 -0.9693
H: 2.7321 -1.3835 1.3982
H: 4.4478 -1.1810 0.7205
H: 3.4442 -2.7022 0.5525
H: 3.7043 -1.0819 -1.4267
H: 3.0724 0.1823 -0.4881
C: -1.3551 -4.4901 -1.7289
C: -1.9922 -3.1109 -1.8644
O: -1.2019 -1.9672 -1.6057
H: -2.0496 -5.3049 -1.9335
H: -1.0591 -4.6408 -0.6907
H: -0.5512 -4.6575 -2.4457
H: -2.9249 -3.0007 -1.3111
H: -2.3820 -2.9401 -2.8679
C: -2.8908 2.2139 -1.6475
C: -2.0883 1.4598 -0.4756
O: -0.9426 0.9269 -0.8759
H: -3.4463 1.5635 -2.3231
H: -2.4638 3.0335 -2.2255
H: -3.7399 2.6960 -1.1630
H: -2.6996 0.6900 -0.0046
H: -1.8611 2.1772 0.3129
C: 1.2599 2.3981 1.4012
C: 1.5835 3.6888 0.7282
C: 2.4683 3.6263 -0.4386
O: 1.8661 4.3448 -1.5327
C: 0.6294 4.8163 -1.1350
O: -0.1483 5.3140 -1.8691
O: 0.4030 4.3833 0.2069
H: 1.1391 1.5949 0.6743
H: 0.3745 2.4854 2.0309
H: 2.0143 1.9888 2.0731
H: 1.9873 4.3669 1.4801
H: 2.6447 2.5650 -0.6136
H: 3.4403 4.0518 -0.1890